Below is a cluster of 4 separate species, H9O4 in total, with properties calculated with wB97M-V/def2-TZVPD.

Each line ends with the Löwdin charge.
Atoms and positions in Å:
O -0.37253 -0.41897 2.38739  -0.004
H -0.27305 0.00402 3.24673  0.092
H -0.75466 -1.28633 2.55099  0.085
O 2.43444 0.68002 -0.75700  0.017
H 2.65075 1.06017 -1.61430  0.098
H 3.15581 0.07125 -0.55854  0.099
O -2.03934 -0.16160 -1.46555  0.005
H -2.19563 -0.75927 -2.20728  0.097
H -2.89723 0.19752 -1.21314  0.097
O 0.02128 0.28612 -0.08754  0.168
H 1.02285 0.35800 -0.29387  0.082
H -0.65443 0.07291 -0.80987  0.086
H -0.09826 -0.10384 0.82199  0.079

- relative energy (zero: lowest compared OMol25 entry of this formula, charge and spin) (kJ/mol) = 16.21
- HOMO-LUMO gap (eV) = 13.476
- LUMO (eV) = -3.080
- charge = +1


Below is a cluster of 4 separate species, H9O4 in total at a distorted geometry, with properties calculated with wB97M-V/def2-TZVPD.

Each line ends with the Löwdin charge.
Atoms and positions in Å:
O -1.31302 -0.95428 2.10864  -0.001
H -1.87119 -1.63260 2.50558  0.095
H -1.07090 -0.39060 2.84989  0.086
O -0.04398 2.26562 -1.00972  0.029
H 0.56435 2.59855 -0.32476  0.110
H -0.20716 3.09968 -1.46724  0.120
O 1.70978 -1.34576 -1.07749  -0.009
H 2.52127 -0.90720 -1.29315  0.064
H 1.89076 -2.29520 -1.03365  0.088
O -0.43704 0.02530 -0.13472  0.178
H -0.20076 0.97692 -0.48325  0.065
H 0.26443 -0.58616 -0.46302  0.088
H -0.74994 -0.42059 0.70604  0.089

- relative energy (zero: lowest compared OMol25 entry of this formula, charge and spin) (kJ/mol) = 67.56
- HOMO-LUMO gap (eV) = 13.107
- LUMO (eV) = -3.248
- charge = +1


Below is a structure of composition H9O4 at a distorted geometry, with properties calculated with wB97M-V/def2-TZVPD.

Each line ends with the Löwdin charge.
Atoms and positions in Å:
O 1.07354 -0.50140 -2.80664  -0.018
H 0.62690 -0.60674 -3.66838  0.105
H 1.73710 0.22805 -2.84284  0.114
O -1.62727 -0.18749 0.78072  0.120
H -2.31845 -0.60394 1.27916  0.116
H -1.21454 0.51505 1.26571  0.097
O 0.73397 2.09750 2.56028  -0.043
H 0.14405 2.68372 3.01882  0.033
H 1.41439 1.73537 3.12196  0.039
O -0.12835 -1.27005 -0.69238  0.145
H -0.89423 -0.98190 0.06115  0.076
H -0.01278 -2.22183 -0.66557  0.137
H 0.46566 -0.88635 -1.41200  0.081

- relative energy (zero: lowest compared OMol25 entry of this formula, charge and spin) (kJ/mol) = 93.05
- HOMO-LUMO gap (eV) = 11.611
- LUMO (eV) = -3.326
- charge = +1


Below is a cluster of 4 separate species, H9O4 in total at a distorted geometry, with properties calculated with wB97M-V/def2-TZVPD.

Each line ends with the Mulliken spin population.
Atoms and positions in Å:
O -0.81302 0.52359 1.26793  0.003
H -1.12513 1.37440 0.98863  0.000
H -1.06968 0.17261 0.20280  0.001
H 0.26178 0.74006 1.60365  0.000
O 0.66761 -1.55528 -2.82249  1.001
H 1.36371 -1.90975 -2.34712  -0.014
H 1.11884 -1.14076 -3.59572  -0.018
O -1.82908 -0.30130 -0.80706  0.030
H -1.64519 -0.57389 -1.70599  -0.002
H -1.82563 -1.25654 -0.26339  -0.002
O 1.40609 1.22754 2.32714  0.000
H 1.24647 1.21831 3.21499  0.000
H 2.24322 1.48101 1.93663  0.000

- relative energy (zero: lowest compared OMol25 entry of this formula, charge and spin) (kJ/mol) = 242.20
- HOMO-LUMO gap (spin up / spin down) (eV) = 11.455 / 3.393
- spin multiplicity = 2
- LUMO (spin up / spin down) (eV) = -8.887 / -16.948
- charge = +2


Below is a cluster of 5 separate species, H9O5 in total at a distorted geometry, with properties calculated with wB97M-V/def2-TZVPD.

Each line ends with the Löwdin charge.
Atoms and positions in Å:
O -0.56961 0.80942 -0.80079  -0.453
H -0.41951 1.18351 -1.72513  -0.041
O -3.29658 1.38989 -0.25216  -0.193
H -2.96301 1.26655 0.71043  0.054
H -2.39572 1.12911 -0.63331  -0.016
O -0.56677 -1.68687 -0.99772  -0.192
H -0.18054 -0.66648 -1.05286  0.013
H -1.02947 -1.81049 -1.76985  -0.073
O 2.19275 1.70347 0.58788  -0.125
H 1.68196 1.38844 -0.15565  -0.022
H 1.93336 1.08165 1.35133  0.058
O 2.16516 -1.72319 1.42900  -0.034
H 1.40584 -2.03892 0.98449  0.002
H 2.04214 -2.02608 2.32434  0.022

- relative energy (zero: lowest compared OMol25 entry of this formula, charge and spin) (kJ/mol) = 131.97
- HOMO-LUMO gap (eV) = 7.977
- LUMO (eV) = 3.640
- charge = -1


Below is a cluster of 2 separate species, HIN4 in total at a distorted geometry, with properties calculated with wB97M-V/def2-TZVPD.

Each line ends with the Mulliken spin population.
Atoms and positions in Å:
N -0.74014 -0.98132 0.86509  0.026
N -0.73779 -0.58996 -0.23369  -0.002
N -0.88970 -0.21399 -1.27132  0.001
N 0.54632 2.06326 -0.88013  1.724
I 1.79908 1.24393 0.29007  0.254
H 0.02223 -1.52191 1.22997  -0.002

- relative energy (zero: lowest compared OMol25 entry of this formula, charge and spin) (kJ/mol) = 0.00
- HOMO-LUMO gap (spin up / spin down) (eV) = 9.389 / 9.451
- spin multiplicity = 3
- LUMO (spin up / spin down) (eV) = 0.025 / -0.792


Below is the ion HINO2S with charge -1 at a distorted geometry, with properties calculated with wB97M-V/def2-TZVPD.

Each line ends with the Löwdin charge.
Atoms and positions in Å:
N -0.75950 -0.02221 0.36853  -0.808
O 1.47882 -0.98527 0.77239  -0.598
O 1.03206 0.17851 -1.51546  -0.623
S 0.62434 -0.81725 -0.47671  0.539
I -1.85570 1.45398 -0.45451  0.566
H -0.52003 0.19224 1.30577  -0.077

- relative energy (zero: lowest compared OMol25 entry of this formula, charge and spin) (kJ/mol) = 0.00
- HOMO-LUMO gap (eV) = 7.062
- LUMO (eV) = 3.053
- charge = -1


Below is the ion HINO2S with charge -1 at a distorted geometry, with properties calculated with wB97M-V/def2-TZVPD.

Each line ends with the Mulliken spin population.
Atoms and positions in Å:
N -0.09963 -0.24612 0.70454  1.105
O 1.83090 -0.44583 -0.68700  0.137
O -0.12030 0.60843 -1.80394  0.084
S 0.29401 -0.53280 -0.98947  -0.047
I -2.42967 0.12816 1.68030  0.740
H 0.52469 0.48818 1.09558  -0.019

- relative energy (zero: lowest compared OMol25 entry of this formula, charge and spin) (kJ/mol) = 0.00
- HOMO-LUMO gap (spin up / spin down) (eV) = 7.621 / 6.029
- spin multiplicity = 3
- LUMO (spin up / spin down) (eV) = 3.352 / 1.367
- charge = -1


Below is a structure of composition HIP2S at a distorted geometry, with properties calculated with wB97M-V/def2-TZVPD.

Each line ends with the Löwdin charge.
Atoms and positions in Å:
P -0.14495 0.17966 1.10535  0.284
P -1.97090 1.61110 2.59237  -0.147
S -2.26398 -0.17766 1.35942  -0.139
I -1.47785 0.91442 4.88051  0.186
H -0.21023 -0.39832 -0.28381  -0.183

- relative energy (zero: lowest compared OMol25 entry of this formula, charge and spin) (kJ/mol) = 163.26
- HOMO-LUMO gap (spin up / spin down) (eV) = 6.758 / 6.702
- LUMO (spin up / spin down) (eV) = -1.548 / -1.755


Below is a cluster of 2 separate species, HIS2 in total at a distorted geometry, with properties calculated with wB97M-V/def2-TZVPD.

Each line ends with the Löwdin charge.
Atoms and positions in Å:
S 0.48358 0.82166 -0.14567  0.214
S 1.49399 1.80463 1.14518  0.129
I -3.06416 -2.07521 -0.97676  -0.290
H 1.08660 -0.55109 -0.02275  -0.053

- relative energy (zero: lowest compared OMol25 entry of this formula, charge and spin) (kJ/mol) = 333.80
- HOMO-LUMO gap (spin up / spin down) (eV) = 2.883 / 2.881
- LUMO (spin up / spin down) (eV) = -4.791 / -4.797


Below is an isolated molecule of HN2O3P at a distorted geometry, with properties calculated with wB97M-V/def2-TZVPD.

Each line ends with the Löwdin charge.
Atoms and positions in Å:
N -0.27913 -1.06040 1.05553  -0.340
N 0.77367 0.33378 -0.86715  -0.628
O 1.82500 -0.22441 -0.71994  0.022
O -1.01049 -1.66754 1.79470  -0.044
O 0.39739 1.01584 -1.78773  -0.014
P -0.21339 0.53954 0.64404  0.977
H -1.49306 1.06320 -0.11945  0.026

- relative energy (zero: lowest compared OMol25 entry of this formula, charge and spin) (kJ/mol) = 149.48
- HOMO-LUMO gap (spin up / spin down) (eV) = 8.063 / 8.141
- LUMO (spin up / spin down) (eV) = -1.589 / -1.603


Below is a structure of composition HN2O4S at a distorted geometry, with properties calculated with wB97M-V/def2-TZVPD.

Each line ends with the Löwdin charge.
Atoms and positions in Å:
N -0.26973 -1.69682 0.13422  -0.271
N -0.22324 -1.15348 -0.85166  0.246
O -2.13046 0.72212 1.03601  -0.430
O -0.25291 -2.50802 1.02883  0.022
O -2.08690 0.51542 -1.39308  -0.461
O -3.18338 -1.17421 -0.09686  -0.474
S -2.76052 0.25284 -0.13865  0.306
H -4.24022 1.14316 -0.10037  0.062

- relative energy (zero: lowest compared OMol25 entry of this formula, charge and spin) (kJ/mol) = 97.19
- HOMO-LUMO gap (eV) = 9.062
- LUMO (eV) = 3.923
- charge = -1